No. 1
Molecular formula: C8H12N2O2S
Method: DFT, the ωB97M-V functional and the def2-TZVPD basis

```
25
Properties=species:S:1:pos:R:3:nbo_charge:R:1
C -1.584 -0.641 1.349 -0.592
C -1.636 0.181 -0.001 -0.090
C -2.956 1.035 -0.024 -0.628
H -3.144 1.542 0.859 0.222
H -3.175 1.397 -1.031 0.241
H -3.993 0.145 0.055 0.177
C -1.726 -0.767 -1.095 -0.643
H -2.430 -1.385 -1.411 0.238
H -1.792 0.012 -2.240 0.168
H -0.624 -1.168 -1.292 0.271
S -0.556 1.738 0.021 0.338
C 0.948 0.839 -0.100 0.315
N 1.193 -0.731 -0.111 -0.584
C 2.450 -0.977 0.039 0.478
C 3.548 -0.316 -0.126 -0.440
C 3.387 1.095 0.128 0.616
O 4.384 1.784 0.054 -0.605
N 2.076 1.520 0.084 -0.596
H 2.076 2.684 -0.061 0.431
H 4.504 -0.707 0.120 0.249
O 2.449 -2.406 -0.088 -0.688
H 1.478 -2.663 0.158 0.486
H -1.742 0.099 2.205 0.204
H -0.725 -1.073 1.459 0.216
H -2.410 -1.237 1.050 0.219
```

Kohn-Sham gap = 8.3479 eV
ΔE to the lowest compared entry with this formula, charge and spin = 158.9 kcal/mol
charge = 0
LUMO = -0.25 eV

No. 2
Molecular formula: C8H12N2O3
Method: DFT, the ωB97M-V functional and the def2-TZVPD basis

```
25
Properties=species:S:1:pos:R:3:nbo_charge:R:1
C -1.421 1.311 -0.721 0.230
C -1.305 -0.977 -1.017 0.196
C 2.282 -0.635 0.825 0.792
C -1.735 1.182 0.723 -0.472
C -2.145 -1.165 0.193 -0.467
C -1.688 -0.213 1.278 -0.384
C 3.715 -0.850 0.954 -0.740
C -0.462 2.602 -2.564 -0.305
N -0.889 2.070 -1.483 -0.251
N -0.407 -1.437 -1.578 0.154
O 1.623 0.416 0.760 -0.620
O 1.607 -1.821 0.853 -0.677
O 0.463 -1.704 -2.385 -0.445
H -1.094 1.883 1.251 0.233
H -2.866 1.632 0.851 0.238
H -3.150 -0.942 -0.098 0.236
H -1.988 -2.162 0.628 0.235
H -0.788 -0.431 1.669 0.200
H -2.338 -0.197 2.151 0.218
H 4.146 -0.077 0.214 0.251
H 4.168 -0.582 1.942 0.259
H 4.053 -1.829 0.662 0.248
H 0.484 2.202 -2.915 0.194
H 0.666 -1.578 0.939 0.486
H -0.932 3.301 -3.135 0.192
```

Kohn-Sham gap = 7.3584 eV
ΔE to the lowest compared entry with this formula, charge and spin = 138.9 kcal/mol
charge = 0
LUMO = 0.45 eV

No. 3
Molecular formula: C8H12N2PPt
Method: DFT, the ωB97M-V functional and the def2-TZVPD basis

```
24
Properties=species:S:1:pos:R:3:lowdin_charge:R:1
C 1.077 -1.727 -1.937 -0.335
C 1.472 -0.539 -2.625 -0.222
C 0.506 0.479 -2.341 -0.303
C -0.658 -0.229 -1.783 -0.298
C -0.218 -1.630 -1.526 -0.260
Pt 0.967 -0.109 -0.307 0.285
P 2.595 0.010 1.404 0.506
H 1.531 -2.748 -2.030 0.107
H 2.285 -0.453 -3.395 0.100
H 0.452 1.498 -2.738 0.069
H -0.794 -2.485 -1.079 0.105
H -1.650 0.149 -2.027 0.056
H 2.526 1.294 2.000 -0.146
H 3.931 0.024 0.889 -0.139
H 2.805 -0.679 2.655 -0.141
N -1.634 1.142 0.511 -0.032
C -2.622 1.358 1.380 -0.221
C -2.355 0.572 2.504 -0.103
C -1.076 0.020 2.285 -0.121
N -0.689 0.321 0.968 -0.175
H -1.638 1.585 -0.410 0.057
H -3.350 2.131 1.188 0.048
H -2.955 0.547 3.392 0.072
H -0.506 -0.532 3.023 0.090
```

Kohn-Sham gap (spin up / spin down) = 1.8828 / 6.3846 eV
ΔE to the lowest compared entry with this formula, charge and spin = 3.6 kcal/mol
2S+1 = 3
charge = -1
LUMO (spin up / spin down) = 2.69 / 2.89 eV

Question: The lowest ΔE to the lowest compared entry with this formula, charge and spin belongs to which entry?
Answer: C8H12N2PPt